{
  "formula": "C30H27F4N6O2Pb",
  "method": "ωB97M-V/def2-TZVPD",
  "elements": ["Pb", "O", "C", "N", "C", "C", "C", "C", "C", "C", "N", "C", "O", "C", "C", "C", "C", "C", "N", "C", "C", "C", "C", "C", "N", "H", "H", "H", "H", "H", "H", "H", "H", "H", "H", "H", "H", "C", "C", "N", "C", "C", "C", "C", "N", "C", "C", "F", "C", "F", "C", "C", "F", "C", "F", "H", "H", "H", "H", "H", "H", "H", "H", "H", "H", "H", "H", "H", "H", "H"],
  "coordinates": [[0.308, -0.773, -0.897], [-1.783, 0.053, 3.229], [-1.899, 0.019, 2.026], [-1.699, 1.147, 1.283], [-1.030, 2.372, 1.548], [-0.627, 3.229, 2.536], [-0.031, 4.397, 2.038], [0.125, 4.648, 0.678], [-0.292, 3.746, -0.313], [-0.852, 2.609, 0.198], [-1.491, 1.340, -0.140], [-2.560, 1.216, -1.041], [-3.565, 0.610, -0.780], [-2.263, 1.832, -2.373], [-3.285, 2.437, -3.083], [-2.970, 3.006, -4.307], [-1.665, 2.924, -4.765], [-0.719, 2.279, -3.980], [-0.999, 1.748, -2.792], [-2.402, -1.217, 1.322], [-3.480, -1.869, 1.897], [-3.997, -2.987, 1.269], [-3.415, -3.422, 0.089], [-2.328, -2.730, -0.402], [-1.816, -1.650, 0.198], [-0.758, 3.039, 3.591], [0.319, 5.139, 2.744], [0.592, 5.573, 0.370], [-0.157, 3.944, -1.365], [-4.289, 2.455, -2.682], [-3.732, 3.500, -4.894], [-1.380, 3.352, -5.715], [0.308, 2.190, -4.314], [-3.894, -1.484, 2.818], [-4.848, -3.507, 1.689], [-3.793, -4.283, -0.445], [-1.845, -3.049, -1.320], [0.813, -3.957, -2.302], [1.223, -4.150, -0.850], [1.511, -2.888, -0.124], [2.968, -2.613, -0.079], [3.591, -2.332, -1.435], [0.985, -2.951, 1.255], [1.152, -1.636, 2.027], [1.075, -0.467, 1.147], [1.737, 0.672, 1.557], [2.194, 1.604, 0.616], [1.928, 1.358, -0.703], [2.905, 2.735, 0.939], [3.298, 3.550, -0.046], [3.224, 3.018, 2.252], [2.769, 2.133, 3.206], [3.007, 2.375, 4.498], [2.035, 1.003, 2.885], [1.575, 0.246, 3.893], [0.650, -4.928, -2.770], [1.570, -3.430, -2.880], [-0.121, -3.397, -2.388], [2.106, -4.796, -0.797], [0.428, -4.673, -0.316], [3.464, -3.473, 0.389], [3.122, -1.755, 0.570], [3.586, -3.205, -2.086], [4.629, -2.032, -1.296], [3.085, -1.513, -1.954], [1.484, -3.752, 1.814], [-0.068, -3.219, 1.188], [2.115, -1.641, 2.542], [0.389, -1.617, 2.810], [3.784, 3.901, 2.522]],
  "forces_ev_per_a": [[0.131, 0.122, -0.111], [0.000, -0.013, -0.010], [0.139, -0.008, -0.047], [-0.424, 0.145, -0.105], [-0.017, -0.066, -0.008], [0.054, 0.007, 0.023], [0.010, -0.029, 0.026], [-0.010, -0.015, -0.029], [0.050, -0.007, -0.012], [-0.179, 0.098, 0.035], [0.442, -0.304, 0.021], [-0.156, -0.041, 0.041], [-0.019, 0.072, 0.084], [0.005, 0.021, 0.060], [-0.028, -0.038, -0.060], [-0.017, -0.011, -0.013], [-0.001, 0.003, 0.014], [0.021, -0.013, 0.009], [0.013, 0.039, -0.016], [0.097, 0.033, -0.160], [0.044, 0.046, 0.071], [-0.032, -0.052, -0.030], [-0.042, -0.031, 0.020], [0.058, 0.099, -0.010], [-0.135, 0.021, 0.061], [0.001, -0.004, -0.005], [0.001, 0.001, -0.003], [0.003, 0.005, 0.002], [-0.010, -0.005, -0.004], [0.010, -0.001, 0.018], [0.007, 0.008, -0.001], [0.008, -0.008, -0.003], [-0.003, 0.009, 0.000], [0.004, -0.004, -0.007], [0.002, 0.000, 0.004], [-0.006, -0.003, 0.006], [-0.020, 0.017, 0.044], [-0.005, -0.003, -0.008], [0.003, 0.016, -0.034], [-0.024, -0.011, 0.067], [-0.025, -0.045, -0.064], [-0.007, -0.009, -0.004], [0.057, -0.002, 0.029], [0.057, -0.034, -0.016], [-0.168, 0.013, 0.053], [0.083, 0.004, -0.079], [-0.004, -0.057, -0.016], [0.007, -0.022, 0.036], [0.012, -0.032, 0.052], [-0.020, 0.012, -0.005], [-0.006, 0.026, -0.007], [-0.015, -0.003, 0.024], [0.009, 0.009, 0.005], [0.048, 0.025, -0.025], [-0.035, 0.010, 0.069], [0.008, -0.001, -0.006], [-0.011, 0.005, -0.002], [0.050, -0.024, -0.014], [-0.021, -0.024, 0.025], [-0.017, 0.014, -0.011], [0.004, 0.023, 0.028], [-0.007, 0.038, 0.005], [0.006, 0.002, 0.003], [0.000, -0.008, 0.002], [0.007, 0.000, -0.002], [-0.007, 0.010, 0.017], [-0.020, -0.013, -0.018], [0.017, -0.010, -0.028], [0.025, -0.002, 0.018], [-0.003, -0.003, 0.001]],
  "nbo_charge": [1.531, -0.542, 0.651, -0.270, 0.183, -0.229, -0.192, -0.206, -0.219, 0.093, -0.313, 0.667, -0.527, 0.064, -0.193, -0.150, -0.224, 0.041, -0.424, 0.142, -0.188, -0.123, -0.231, 0.049, -0.557, 0.253, 0.232, 0.232, 0.243, 0.247, 0.236, 0.237, 0.207, 0.257, 0.241, 0.242, 0.204, -0.611, -0.231, -0.541, -0.230, -0.616, -0.225, -0.247, -0.977, 0.147, 0.237, -0.334, 0.372, -0.300, -0.369, 0.373, -0.295, 0.244, -0.302, 0.238, 0.220, 0.189, 0.205, 0.210, 0.196, 0.219, 0.214, 0.241, 0.202, 0.208, 0.203, 0.206, 0.225, 0.260],
  "total_energy_ev": -60694.6855,
  "total_charge": 1,
  "homo_ev": -10.4,
  "max_force_ev_per_a": 0.54,
  "e_above_lowest_ev": 0.5101,
  "homo_lumo_gap_ha": 0.2778,
  "lumo_energy_ha": -0.104
}

{
  "formula": "C4H11N2OPS",
  "method": "ωB97M-V/def2-TZVPD",
  "elements": ["C", "N", "C", "P", "O", "N", "C", "C", "S", "H", "H", "H", "H", "H", "H", "H", "H", "H", "H", "H"],
  "coordinates": [[1.640, 0.603, 0.216], [0.939, -0.364, -0.534], [1.575, -1.411, -1.283], [-0.376, -1.112, 0.204], [-0.271, -2.584, 0.834], [-0.753, -0.017, 1.450], [-1.679, 1.032, 0.950], [-1.689, 1.053, -0.574], [-1.970, -0.698, -1.065], [0.964, 1.472, 0.496], [1.959, 0.346, 1.263], [2.515, 0.892, -0.333], [2.277, -1.928, -0.618], [0.825, -2.018, -1.650], [2.044, -1.056, -2.175], [-1.144, -0.442, 2.303], [-1.093, 1.988, 1.086], [-2.616, 1.236, 1.399], [-2.429, 1.707, -1.032], [-0.719, 1.302, -0.939]],
  "forces_ev_per_a": [[0.179, 1.629, 2.367], [-2.305, -1.154, 0.491], [2.230, 1.018, 0.718], [-0.458, -4.180, 3.901], [-0.003, 4.935, -2.768], [-1.906, 0.033, 0.005], [3.423, 2.886, -0.739], [-1.004, -1.375, 0.046], [-0.093, -0.210, -0.537], [0.933, -0.653, -1.014], [0.059, -0.584, -0.911], [0.357, 0.529, -0.298], [-0.029, -0.431, -0.525], [-1.443, -1.841, -0.529], [0.738, 0.571, -0.433], [0.575, -0.175, -0.840], [-0.753, -0.373, 0.565], [-1.003, -0.842, 0.645], [-0.095, -0.141, 0.220], [0.597, 0.359, -0.362]],
  "nbo_charge": [-0.411, -0.794, -0.407, 1.978, -1.046, -0.980, -0.243, -0.524, -0.087, 0.203, 0.194, 0.207, 0.198, 0.215, 0.198, 0.425, 0.184, 0.217, 0.247, 0.226],
  "total_energy_ev": -29478.4871,
  "smiles": "CN(C)[P@@]1(=O)NCCS1",
  "homo_ev": -9.1,
  "max_force_ev_per_a": 5.74,
  "e_above_lowest_ev": 0.5898,
  "homo_lumo_gap_ha": 0.3595,
  "lumo_energy_ha": 0.024
}